Molecular formula: C78H211F6N18O25S2Ti
Method: DFT, ωB97M-V with the def2-TZVPD basis set

frontier orbital gap (spin up / spin down)	4.3 / 8.0	eV
LUMO (spin up / spin down)	-0.2 / -0.3	eV
2S+1	4
expectation value of S²	3.75
highest occupied orbital energy (spin up / spin down)	-4.523 / -8.266	eV
DFT total energy	-8209.47384	Eh

Each line ends with the Löwdin spin population.
Geometry (Å):
Ti -13.09 12.83 -5.98  2.527
C -11.73 16.57 -6.42  0.006
F -11.26 17.24 -5.37  0.001
F -11.42 17.21 -7.57  0.002
F -11.25 15.35 -6.47  0.028
S -13.63 16.59 -6.26  0.016
O -13.93 17.84 -5.53  0.006
O -14.12 16.60 -7.66  0.005
N -13.86 15.17 -5.30  0.046
S -15.22 15.39 -4.52  0.005
O -15.15 16.38 -3.45  0.001
O -16.31 15.49 -5.45  0.001
C -15.51 13.66 -3.61  0.006
F -16.84 13.52 -3.20  0.001
F -15.28 12.72 -4.48  0.029
F -14.61 13.63 -2.60  0.003
C -19.10 11.91 -0.19  0.000
C -18.52 13.34 -0.03  0.000
C -19.41 14.44 0.45  0.000
O -18.98 15.67 -0.12  0.000
C -20.00 16.69 -0.05  0.000
N -17.32 13.22 0.74  0.000
H -19.95 11.96 -0.88  0.000
H -19.43 11.45 0.74  0.000
H -18.36 11.25 -0.65  0.000
H -18.20 13.54 -1.06  0.000
H -19.48 14.49 1.54  0.000
H -20.35 14.07 0.03  0.000
H -20.97 16.29 -0.35  0.000
H -19.84 17.54 -0.72  0.000
H -20.27 17.04 0.95  0.000
H -16.62 12.75 0.19  0.000
H -16.82 14.08 0.91  0.000
C -10.46 14.26 -11.24  0.000
C -11.43 13.48 -12.01  0.000
C -10.70 12.57 -13.05  0.000
O -11.65 12.20 -13.99  0.000
C -11.27 11.16 -14.83  0.000
N -12.34 12.78 -11.13  0.000
H -11.00 14.83 -10.48  0.000
H -9.83 14.85 -11.90  0.000
H -9.80 13.64 -10.63  0.000
H -12.08 14.17 -12.54  0.000
H -10.28 11.70 -12.55  0.000
H -9.93 13.20 -13.48  0.000
H -12.09 10.81 -15.46  0.000
H -10.92 10.30 -14.26  0.000
H -10.47 11.42 -15.53  0.000
H -12.92 12.31 -11.81  0.000
H -11.76 12.05 -10.76  0.000
C -20.26 6.38 1.29  0.000
C -18.91 7.00 1.12  0.000
C -18.92 8.56 1.01  0.000
O -19.72 8.98 -0.09  0.000
C -19.21 8.70 -1.41  0.000
N -18.04 6.57 2.24  0.000
H -20.09 5.30 1.40  0.000
H -20.82 6.54 0.37  0.000
H -20.81 6.81 2.12  0.000
H -18.41 6.68 0.21  0.000
H -17.89 8.87 0.86  0.000
H -19.27 9.01 1.94  0.000
H -19.97 9.08 -2.09  0.000
H -19.11 7.63 -1.62  0.000
H -18.29 9.22 -1.64  0.000
H -18.52 6.92 3.06  0.000
H -18.19 5.57 2.34  0.000
C -15.32 13.97 -9.53  0.006
C -14.67 13.30 -8.25  0.020
C -14.98 11.77 -8.32  0.007
O -14.48 11.19 -7.10  0.034
C -15.07 9.90 -6.74  0.008
N -13.22 13.57 -8.27  0.031
H -16.37 13.72 -9.66  0.000
H -14.84 13.57 -10.43  0.001
H -15.34 15.06 -9.49  0.000
H -14.99 13.60 -7.25  0.005
H -14.58 11.31 -9.22  0.001
H -16.05 11.58 -8.38  0.000
H -15.08 9.22 -7.59  0.001
H -16.12 10.05 -6.49  0.000
H -14.57 9.47 -5.87  0.001
H -12.80 13.20 -9.11  0.002
H -13.13 14.56 -8.41  0.005
C -11.93 9.16 0.13  0.000
C -12.44 10.10 1.21  0.000
C -11.74 11.47 1.22  0.000
O -10.42 11.37 1.60  0.000
C -9.71 12.67 1.57  0.000
N -13.85 10.22 0.99  0.000
H -10.85 9.09 0.22  0.000
H -12.20 9.41 -0.89  0.000
H -12.38 8.17 0.27  0.000
H -12.17 9.70 2.20  0.000
H -12.16 12.08 2.02  0.000
H -11.86 12.11 0.35  0.000
H -9.89 13.19 0.63  0.000
H -8.65 12.47 1.49  0.000
H -9.92 13.31 2.43  0.000
H -14.29 9.31 1.06  0.000
H -14.25 10.64 1.82  0.000
C -13.17 22.16 -11.51  0.000
C -12.09 22.38 -10.41  0.000
C -12.16 21.33 -9.26  0.000
O -11.33 21.66 -8.15  0.000
C -11.21 20.61 -7.19  0.000
N -10.83 22.18 -11.10  0.000
H -13.25 21.09 -11.71  0.000
H -12.97 22.77 -12.39  0.000
H -14.10 22.55 -11.08  0.000
H -12.14 23.41 -10.04  0.000
H -11.84 20.41 -9.74  0.000
H -13.20 21.26 -8.96  0.000
H -10.83 19.72 -7.70  0.000
H -12.17 20.31 -6.78  0.000
H -10.63 20.94 -6.32  0.000
H -10.63 21.20 -11.24  0.000
H -10.15 22.39 -10.39  0.000
C -17.14 21.22 -6.08  0.000
C -16.70 19.82 -5.57  0.000
C -16.69 19.53 -4.05  0.000
O -17.95 19.76 -3.38  0.000
C -17.87 19.68 -1.90  0.000
N -17.39 18.79 -6.37  0.000
H -18.18 21.46 -5.84  0.000
H -17.00 21.22 -7.16  0.000
H -16.52 22.04 -5.74  0.000
H -15.66 19.80 -5.89  0.000
H -15.95 20.20 -3.60  0.000
H -16.34 18.53 -3.82  0.000
H -17.46 18.69 -1.69  0.000
H -18.79 19.79 -1.34  0.000
H -17.12 20.41 -1.59  0.000
H -17.11 17.85 -6.12  0.000
H -18.36 18.92 -6.13  0.000
C -9.92 18.60 -11.92  0.000
C -8.93 18.96 -10.76  0.000
C -8.86 17.71 -9.88  0.000
O -7.91 18.09 -8.87  0.000
C -7.89 17.12 -7.90  0.000
N -7.64 19.44 -11.32  0.000
H -9.70 17.68 -12.46  0.000
H -9.99 19.34 -12.72  0.000
H -10.92 18.61 -11.49  0.000
H -9.23 19.84 -10.19  0.000
H -8.54 16.79 -10.37  0.000
H -9.81 17.42 -9.44  0.000
H -7.51 16.23 -8.39  0.000
H -8.87 16.99 -7.43  0.000
H -7.12 17.34 -7.17  0.000
H -7.41 18.67 -11.92  0.000
H -7.11 19.22 -10.49  0.000
C -4.84 14.55 -3.57  0.000
C -6.20 14.46 -4.26  0.000
C -6.36 13.02 -4.90  0.000
O -5.73 12.89 -6.14  0.000
C -5.85 11.60 -6.67  0.000
N -7.27 14.76 -3.35  0.000
H -3.95 14.40 -4.17  0.000
H -4.72 13.67 -2.95  0.000
H -4.69 15.46 -2.99  0.000
H -6.18 15.28 -4.99  0.000
H -7.43 12.96 -5.11  0.000
H -6.04 12.26 -4.20  0.000
H -5.57 10.82 -5.96  0.000
H -5.33 11.47 -7.62  0.000
H -6.88 11.29 -6.86  0.000
H -7.16 15.69 -2.97  0.000
H -8.16 14.71 -3.82  0.000
C -14.16 14.64 1.35  0.000
C -12.92 15.29 1.90  0.000
C -12.65 16.72 1.40  0.000
O -11.60 17.51 2.07  0.000
C -10.25 17.16 1.74  0.000
N -13.22 15.33 3.33  0.000
H -14.10 14.59 0.26  0.000
H -15.06 15.23 1.45  0.000
H -14.28 13.60 1.67  0.000
H -12.06 14.65 1.72  0.000
H -13.48 17.33 1.77  0.000
H -12.65 16.80 0.31  0.000
H -10.14 16.08 1.71  0.000
H -9.47 17.66 2.31  0.000
H -10.09 17.53 0.72  0.000
H -13.43 16.29 3.54  0.000
H -12.40 15.21 3.91  0.000
C -23.40 11.30 -3.55  0.000
C -23.35 12.84 -3.38  0.000
C -22.18 13.42 -2.41  0.000
O -22.47 12.98 -1.10  0.000
C -23.34 13.80 -0.36  0.000
N -23.28 13.46 -4.73  0.000
H -22.71 10.96 -4.32  0.000
H -24.43 11.18 -3.88  0.000
H -23.20 10.85 -2.58  0.000
H -24.30 13.15 -2.93  0.000
H -22.16 14.51 -2.42  0.000
H -21.20 13.05 -2.73  0.000
H -23.07 14.84 -0.19  0.000
H -23.33 13.32 0.62  0.000
H -24.36 13.78 -0.75  0.000
H -23.05 14.44 -4.71  0.000
H -22.39 13.10 -5.04  0.000
C -19.44 11.20 -4.82  0.000
C -19.36 12.29 -5.88  0.000
C -19.55 11.66 -7.31  0.000
O -18.47 10.79 -7.62  0.000
C -18.42 10.29 -8.94  0.000
N -20.31 13.33 -5.49  0.000
H -18.56 10.58 -4.98  0.000
H -20.26 10.49 -4.91  0.000
H -19.39 11.60 -3.81  0.000
H -18.39 12.80 -5.93  0.000
H -19.59 12.42 -8.09  0.000
H -20.51 11.23 -7.58  0.000
H -19.32 9.68 -9.00  0.000
H -17.50 9.74 -9.13  0.000
H -18.47 11.07 -9.70  0.000
H -19.99 13.78 -4.65  0.000
H -20.17 14.04 -6.19  0.000
C -8.30 24.20 -3.79  0.000
C -7.55 22.87 -3.68  0.000
C -8.54 21.83 -4.20  0.000
O -7.97 20.50 -4.05  0.000
C -8.66 19.52 -4.77  0.000
N -6.30 22.91 -4.45  0.000
H -8.82 24.29 -4.75  0.000
H -7.59 25.02 -3.70  0.000
H -9.04 24.26 -2.99  0.000
H -7.28 22.51 -2.69  0.000
H -8.80 21.99 -5.25  0.000
H -9.47 21.90 -3.65  0.000
H -9.74 19.63 -4.78  0.000
H -8.53 18.57 -4.24  0.000
H -8.34 19.39 -5.80  0.000
H -6.09 21.94 -4.63  0.000
H -6.57 23.25 -5.36  0.000
C -11.84 9.76 -4.65  0.007
C -11.37 11.05 -3.95  0.006
C -10.35 11.79 -4.88  0.013
O -10.96 12.12 -6.15  0.061
C -10.07 12.69 -7.14  0.015
N -12.54 11.87 -3.71  0.031
H -12.16 9.89 -5.68  0.003
H -12.57 9.21 -4.05  0.000
H -11.02 9.06 -4.77  0.001
H -10.92 10.68 -3.02  0.000
H -9.51 11.15 -5.17  0.001
H -9.81 12.66 -4.51  0.002
H -9.62 13.61 -6.78  0.002
H -10.72 13.13 -7.90  0.004
H -9.34 11.96 -7.50  0.001
H -13.22 11.33 -3.19  0.003
H -12.43 12.66 -3.08  0.005
C -12.89 23.29 -5.42  0.000
C -13.51 23.74 -4.10  0.000
C -13.54 25.24 -3.87  0.000
O -12.25 25.84 -3.75  0.000
C -11.52 25.63 -2.60  0.000
N -14.83 23.07 -4.11  0.000
H -13.60 23.10 -6.22  0.000
H -12.42 22.32 -5.25  0.000
H -12.10 23.99 -5.69  0.000
H -12.88 23.29 -3.33  0.000
H -14.12 25.56 -3.01  0.000
H -14.00 25.63 -4.77  0.000
H -12.02 25.97 -1.69  0.000
H -10.62 26.25 -2.70  0.000
H -11.24 24.59 -2.45  0.000
H -15.28 23.15 -3.21  0.000
H -14.70 22.08 -4.27  0.000
C -16.21 17.66 -10.17  0.000
C -15.48 18.97 -10.22  0.000
C -16.31 20.16 -10.90  0.000
O -16.59 19.71 -12.23  0.000
C -17.58 20.41 -12.89  0.000
N -14.95 19.21 -8.89  0.000
H -16.20 17.19 -9.19  0.000
H -15.90 16.93 -10.93  0.000
H -17.28 17.81 -10.36  0.000
H -14.58 18.92 -10.82  0.000
H -15.74 21.08 -11.03  0.000
H -17.16 20.41 -10.27  0.000
H -17.63 20.09 -13.93  0.000
H -17.53 21.50 -12.90  0.000
H -18.59 20.12 -12.57  0.000
H -15.69 19.16 -8.21  0.000
H -14.26 18.51 -8.65  0.000
C -22.53 14.07 -8.33  0.000
C -22.15 15.44 -7.77  0.000
C -20.66 15.86 -8.06  0.000
O -19.73 14.88 -7.61  0.000
C -18.40 15.13 -8.02  0.000
N -23.12 16.40 -8.31  0.000
H -21.70 13.41 -8.10  0.000
H -22.79 14.10 -9.39  0.000
H -23.35 13.66 -7.73  0.000
H -22.24 15.48 -6.68  0.000
H -20.38 16.80 -7.58  0.000
H -20.63 16.16 -9.11  0.000
H -17.74 14.28 -7.87  0.000
H -18.06 15.92 -7.35  0.000
H -18.29 15.50 -9.04  0.000
H -24.02 16.11 -7.95  0.000
H -22.84 17.23 -7.80  0.000
C -13.68 19.24 -1.99  0.000
C -12.75 20.10 -2.88  0.000
O -13.33 20.09 -4.19  0.000
H -14.68 19.67 -2.02  0.000
H -13.26 19.31 -0.99  0.000
H -13.68 18.19 -2.28  0.000
H -11.70 19.85 -2.95  0.000
H -12.77 21.12 -2.51  0.000
H -13.41 19.16 -4.43  0.000
C -15.78 9.49 -3.47  0.001
C -15.61 9.83 -2.04  0.000
O -14.31 10.25 -1.78  0.000
H -15.66 10.38 -4.08  0.001
H -16.79 9.21 -3.78  0.000
H -15.20 8.62 -3.80  0.000
H -15.91 9.04 -1.34  0.000
H -16.25 10.67 -1.77  0.000
H -14.26 10.22 -0.82  0.000
C -20.63 16.95 -4.34  0.000
C -19.40 16.40 -3.57  0.000
O -19.60 15.10 -2.96  0.000
H -21.56 17.11 -3.81  0.000
H -20.91 16.12 -4.99  0.000
H -20.36 17.82 -4.93  0.000
H -19.01 17.08 -2.81  0.000
H -18.51 16.32 -4.20  0.000
H -19.25 15.14 -2.06  0.000
C -10.37 14.94 -1.71  0.000
C -10.98 15.45 -3.03  0.003
O -12.23 14.79 -3.24  0.021
H -11.05 15.18 -0.89  0.000
H -9.40 15.38 -1.49  0.000
H -10.38 13.85 -1.66  0.000
H -10.28 15.30 -3.84  0.002
H -11.20 16.52 -2.94  0.000
H -12.53 15.01 -4.12  0.009